1.
68
Properties=species:S:1:pos:R:3 method="wB97M-V/def2-TZVPD" homo_lumo_gap_ha="0.2210 / 0.0786" e_lumo_ha="-0.246 / -0.389" energy_ha=-1723.39032 relative_energy_kj_mol=17.4 spin_multiplicity=3 charge=+2
Au 0.57904 -1.29576 0.37519
C -0.55597 -1.15242 -4.86828
O 0.55852 -0.30956 -4.59449
C 0.72368 0.73770 -5.52037
C 2.13078 1.24003 -5.61541
O 2.53843 1.66745 -4.31688
C 3.76052 2.46969 -4.49267
C 4.63658 2.29948 -3.21071
O 3.87023 2.70554 -2.05080
C 4.06050 1.94429 -0.89106
H -0.33181 -2.17964 -4.54625
H -0.86201 -1.20597 -5.87348
H -1.40605 -0.67579 -4.34391
H 0.06883 1.61927 -5.37775
H 0.46814 0.47813 -6.57725
H 2.06082 2.11002 -6.35384
H 2.86854 0.49106 -6.01372
H 3.39816 3.57628 -4.62387
H 4.32693 2.13002 -5.34704
H 5.59569 2.86301 -3.27794
H 4.92591 1.22508 -3.17133
H 3.06926 1.60815 -0.52613
H 4.56760 2.52955 -0.11930
H 4.63099 1.04794 -1.06156
N 5.58816 -6.35021 -0.18425
C 5.00262 -5.36348 -0.06227
C 4.12212 -4.19608 0.04566
C 4.18910 -3.10593 0.97567
C 3.36597 -2.04139 0.81305
N 2.31660 -2.03692 -0.10062
C 2.18625 -3.08915 -0.96974
C 3.03736 -4.17160 -0.89071
H 4.92851 -3.10654 1.78568
H 3.62012 -1.09311 1.23068
H 1.37689 -2.98704 -1.66218
H 2.84123 -4.99306 -1.61038
C -1.36478 2.84617 4.88613
C -1.63760 1.39606 4.85112
C -0.78809 0.46675 5.49345
C -0.99576 -0.89479 5.19411
C -2.07260 -1.36801 4.44461
C -2.95656 -0.42849 3.84645
N -4.01063 -0.92713 3.09323
C -4.35720 -0.50751 1.80959
C -5.66837 -0.18593 1.52580
C -5.97649 0.64847 0.47921
C -5.00425 1.08620 -0.39028
C -3.67130 0.61044 -0.26422
C -3.38474 -0.22599 0.81882
C -2.03565 -0.84109 1.10040
O -1.93274 -1.94165 1.69487
O -1.05055 -0.13646 0.61753
C -2.82109 0.93486 4.18146
C -3.93425 1.87328 3.83214
H -0.40546 3.05325 5.41298
H -2.22538 3.38239 5.32268
H -1.24237 3.24586 3.87080
H 0.01021 0.86950 6.15092
H -0.33823 -1.63238 5.69686
H -2.25036 -2.41098 4.26375
H -4.08524 -1.97173 3.27830
H -6.48499 -0.45032 2.20455
H -6.97945 1.02849 0.37295
H -5.22534 1.83348 -1.13688
H -2.83796 0.94648 -0.91407
H -4.77265 1.21421 3.65138
H -3.64402 2.55265 2.98155
H -4.11437 2.54493 4.65809

***

2.
22
Properties=species:S:1:pos:R:3 method="wB97M-V/def2-TZVPD" homo_lumo_gap_ha=0.2930 smiles=CSS.O.O.O.O.O e_lumo_ha=-0.001 energy_ha=-1219.00156 relative_energy_kj_mol=218.2
C 0.61562 -1.24766 -2.26845
S 2.31298 -0.84211 -2.70973
S 2.73578 0.96261 -1.84078
H -0.15355 -0.50021 -2.50985
H 0.33396 -1.56774 -1.36237
H 0.44571 -1.95846 -3.03203
H 2.36055 0.67745 -0.47121
O 2.58857 -0.16701 0.96502
H 1.71159 -0.48005 1.32957
H 2.78906 0.52089 1.61367
O -0.31287 -1.02169 2.75232
H -0.89911 -0.74607 3.44572
H -0.50992 -1.92973 2.47581
O -1.07435 2.46129 1.78832
H -1.26113 1.48526 1.61953
H -1.91554 3.00486 1.48228
O -1.03556 1.97803 -1.14419
H -1.44177 2.43800 -0.29386
H -0.23223 1.60061 -0.84729
O -2.43881 -1.70700 0.00736
H -1.60978 -1.90117 -0.55242
H -3.00920 -1.06008 -0.44742

***

3.
18
Properties=species:S:1:pos:R:3 method="wB97M-V/def2-TZVPD" homo_lumo_gap_ha=0.2930 e_lumo_ha=-0.053 energy_ha=-6623.14163
C 1.88313 -1.28679 0.05101
C 2.01581 0.27936 -0.09310
Cl 3.46105 1.16917 0.59149
C 1.01908 1.03946 -0.74264
Cl 1.22157 2.86256 -0.86455
B -0.31812 0.43688 -1.38920
I -0.96323 1.28366 -3.32861
C -1.25319 -0.70198 -0.75489
Br -1.68094 -2.42522 -1.65151
C -1.80971 -0.42370 0.51769
C -1.57664 0.91576 1.32317
Br -3.00027 -1.79525 1.33542
H 1.12317 -1.53982 0.86645
H 1.65371 -1.82174 -0.92788
H 2.88372 -1.71080 0.40559
H -1.97213 0.75923 2.38462
H -2.19682 1.74218 0.84855
H -0.49021 1.21705 1.42838

***

4.
37
Properties=species:S:1:pos:R:3 method="wB97M-V/def2-TZVPD" homo_lumo_gap_ha="0.2284 / 0.2361" e_lumo_ha="-0.176 / -0.169" energy_ha=-1782.32400 spin_multiplicity=2 charge=+1
Ru 0.37398 0.18083 -0.20077
N 4.04418 2.67243 -0.82937
C 2.84798 2.07493 -0.79887
S 2.84098 0.30103 -0.75617
N 1.74118 2.74973 -0.84277
N 0.60018 2.10083 -0.73657
C -0.55832 2.68623 -1.15947
C -1.62272 1.86133 -1.51997
C -2.85812 2.34903 -2.02547
C -3.86812 1.46633 -2.30237
C -3.66682 0.09623 -2.07257
C -2.43142 -0.32957 -1.60497
N -1.43202 0.50083 -1.35757
H 4.87498 2.10793 -0.89887
H 4.10228 3.66813 -0.96407
H -0.59872 3.76403 -1.25197
H -2.96622 3.41083 -2.17677
H -4.81452 1.81783 -2.67937
H -4.44342 -0.62567 -2.26567
H -2.24322 -1.38727 -1.44807
S 0.61338 -1.05767 4.11723
C 0.73458 0.65083 4.16103
C 0.69168 1.23523 2.92273
C 0.55928 0.29873 1.87773
C 0.51028 -1.00387 2.38303
C 0.47658 -2.13117 1.51123
C 0.54148 -3.47507 1.89773
C 0.58478 -4.44637 0.92163
C 0.57718 -4.06837 -0.42367
C 0.48388 -2.72897 -0.73797
N 0.41268 -1.78387 0.19983
H 0.83658 1.13673 5.11363
H 0.76478 2.30173 2.78453
H 0.56388 -3.72097 2.94863
H 0.63498 -5.48937 1.19223
H 0.63458 -4.80307 -1.20867
H 0.45718 -2.38047 -1.76907

***

5.
51
Properties=species:S:1:pos:R:3 method="wB97M-V/def2-TZVPD" homo_lumo_gap_ha=0.3228 smiles="NCN(P(O)Cl)S(=O)(=O)F.CN(C)C=O.CN(C)C=O.CN(C)C=O" e_lumo_ha=0.016 energy_ha=-2421.45085
N 3.00946 5.40280 4.47053
C 2.31083 5.00495 3.23153
N 0.86755 4.69610 3.38427
P 0.55777 3.21943 4.31600
O -0.86090 3.39937 5.22497
Cl -0.02944 1.81881 2.83873
S -0.04604 6.03237 3.88333
O 0.04516 6.30299 5.34115
O 0.31120 7.19436 3.04920
F -1.60303 5.65783 3.51806
H 2.40430 5.39915 5.28757
H 3.78459 4.75333 4.59338
H 2.39086 5.82771 2.47527
H 2.80901 4.08966 2.81874
H -0.65929 3.96897 5.98694
C 1.12868 -1.87674 -0.50184
N 0.92506 -1.89851 0.93308
C -0.36543 -2.31000 1.45419
C 1.89954 -1.54638 1.80291
O 1.79246 -1.54166 3.01498
H 0.41077 -1.19039 -0.95109
H 0.97193 -2.88320 -0.89985
H 2.13908 -1.54818 -0.74678
H -0.78977 -1.49599 2.04725
H -0.23217 -3.17957 2.10061
H -1.03951 -2.56064 0.64145
H 2.83740 -1.25065 1.30376
C -1.77704 2.82360 -3.81500
N -0.94993 1.75699 -3.28731
C -0.43085 0.75138 -4.19529
C -0.64438 1.66735 -1.96955
O 0.04228 0.79852 -1.47029
H -2.66248 2.39252 -4.28806
H -1.20766 3.38724 -4.55777
H -2.09152 3.49918 -3.02027
H -0.78647 -0.23362 -3.88579
H 0.66025 0.75546 -4.15414
H -0.75885 0.95501 -5.21339
H -1.08620 2.47698 -1.36706
C -1.69441 -6.20286 -3.66735
N -1.18225 -5.76370 -2.38507
C -0.01202 -6.41934 -1.83007
C -1.76120 -4.75823 -1.68417
O -1.37733 -4.34832 -0.60746
H -1.97110 -7.25775 -3.60269
H -0.91920 -6.07768 -4.42703
H -2.57060 -5.62211 -3.95408
H -0.26653 -6.85521 -0.86214
H 0.77945 -5.68206 -1.68152
H 0.33837 -7.20105 -2.50212
H -2.64036 -4.32819 -2.19070

***

6.
14
Properties=species:S:1:pos:R:3 method="wB97M-V/def2-TZVPD" homo_lumo_gap_ha=0.3382 smiles="C/C=C1/CNN=N1" e_lumo_ha=0.027 energy_ha=-320.80884 relative_energy_kj_mol=195.5
C -2.15751 0.85433 0.30593
C -1.01186 0.40366 -0.54296
C 0.19022 0.08513 -0.05814
C 1.24127 -0.79292 -0.66056
N 2.35236 -0.43604 0.19048
N 1.85582 0.04047 1.37161
N 0.64712 0.35790 1.27226
H -2.77735 -0.02585 0.52634
H -1.80700 1.25476 1.25923
H -2.80179 1.58486 -0.19135
H -1.19998 0.18494 -1.59343
H 0.83932 -1.79461 -0.43514
H 1.45285 -0.70589 -1.72623
H 3.17654 -1.01072 0.28195

***

7.
64
Properties=species:S:1:pos:R:3 method="wB97M-V/def2-TZVPD" homo_lumo_gap_ha=0.3087 smiles="COc1ccc(N(CC(=O)NC2CCCCCC2)S(=O)(=O)c2ccc(C)cc2)cc1OC" e_lumo_ha=0.020 energy_ha=-1817.61606 relative_energy_kj_mol=3.3
C -6.88114 -1.42447 -1.63689
O -6.18420 -0.88719 -0.54207
C -4.82098 -0.90612 -0.57323
C -4.05143 -1.39181 -1.61331
C -2.66256 -1.38161 -1.54799
C -2.03110 -0.84703 -0.44072
N -0.63520 -0.76857 -0.29242
C 0.22323 -0.89418 -1.44212
C 1.54906 -0.14441 -1.26967
O 2.54881 -0.48707 -1.87220
N 1.47021 0.92718 -0.47380
C 2.57426 1.84746 -0.29579
C 2.57211 2.91939 -1.39839
C 1.29604 3.74910 -1.49906
C 0.92229 4.50552 -0.22416
C 0.28456 3.60945 0.83809
C 1.26827 2.84851 1.73697
C 2.60996 2.44829 1.11230
S -0.06385 -1.34609 1.20975
O -1.00321 -2.29993 1.71871
O 0.19675 -0.19080 2.02620
C 1.47340 -2.16531 0.83181
C 1.43065 -3.40524 0.22356
C 2.61685 -4.03237 -0.11154
C 3.84041 -3.42962 0.16340
C 5.12234 -4.08308 -0.24451
C 3.85594 -2.19635 0.80809
C 2.67549 -1.56098 1.14288
C -2.79540 -0.33636 0.60979
C -4.17507 -0.37980 0.57012
O -4.99108 0.06352 1.55980
C -4.39824 0.49527 2.76176
H -7.93704 -1.31467 -1.39456
H -6.65228 -2.48587 -1.78089
H -6.66484 -0.87872 -2.56193
H -4.51899 -1.80665 -2.49180
H -2.09791 -1.79827 -2.36666
H 0.45019 -1.93366 -1.71451
H -0.28282 -0.42664 -2.29440
H 0.62220 1.08947 0.04590
H 3.48734 1.25487 -0.44499
H 3.42455 3.58054 -1.22912
H 2.73166 2.41208 -2.35243
H 0.46372 3.10146 -1.78461
H 1.43619 4.47108 -2.30778
H 0.19860 5.27842 -0.49538
H 1.79879 5.01121 0.18319
H -0.38806 2.91031 0.33439
H -0.34309 4.22506 1.48713
H 1.50548 3.47082 2.60350
H 0.77298 1.95347 2.11669
H 3.27067 3.31637 1.07345
H 3.07230 1.72967 1.79296
H 0.47254 -3.86398 0.03204
H 2.59410 -4.99670 -0.59731
H 5.46084 -3.65359 -1.18738
H 5.89859 -3.91343 0.49786
H 4.99076 -5.15265 -0.38539
H 4.80122 -1.72819 1.03817
H 2.66246 -0.60636 1.64295
H -2.27189 0.06684 1.45975
H -5.22680 0.70562 3.43644
H -3.75890 -0.28019 3.19433
H -3.80973 1.40704 2.61509

***

8.
64
Properties=species:S:1:pos:R:3 method="wB97M-V/def2-TZVPD" homo_lumo_gap_ha=0.0441 e_lumo_ha=-0.201 energy_ha=-18043.47849 charge=-1
Ba -4.85220 -8.74353 -1.27111
O 2.11430 1.47592 2.46500
C 1.30412 0.73327 1.85935
O 0.59221 -0.36038 2.33586
B -0.07941 -0.92187 1.18581
O 0.01252 0.03202 0.11385
C 0.76458 1.06285 0.47221
O 1.00518 2.08904 -0.16058
O -1.44433 -1.31171 1.52651
C -1.65648 -2.60150 1.13769
O -2.71837 -3.28499 1.25313
C -0.40152 -3.19224 0.64380
O 0.50910 -2.25141 0.72935
O -0.30082 -4.27370 0.00639
O 0.67254 -0.83874 -8.38376
C 0.61935 -1.94060 -7.83434
O 0.11844 -3.10262 -8.25833
B 0.49044 -4.25129 -7.45647
O 1.19155 -3.55262 -6.29239
C 1.31692 -2.28369 -6.50507
O 1.88368 -1.37132 -5.86031
O 1.24857 -5.35327 -8.15659
C 0.72707 -6.44742 -7.79276
O 1.08160 -7.54168 -8.16240
C -0.56414 -6.16634 -7.02904
O -0.70909 -4.91804 -7.06071
O -1.30691 -7.03795 -6.48125
O -7.18367 -2.85262 -3.13620
C -7.07806 -1.65276 -3.42095
O -6.08163 -0.89416 -3.02676
B -6.28648 0.45178 -3.64832
O -7.47775 0.31085 -4.49654
C -8.05653 -0.88766 -4.39090
O -9.04884 -1.30229 -4.95368
O -5.08872 0.85125 -4.37896
C -4.61252 2.00290 -3.90083
O -3.64167 2.64119 -4.28690
C -5.41945 2.34701 -2.66069
O -6.37658 1.44515 -2.58122
O -5.28920 3.30578 -1.94631
Br 10.76464 7.01515 -0.61823
C 9.19043 7.21591 0.56396
C 8.02379 6.32411 0.09689
Br 6.81471 7.22187 -1.27548
H 8.91789 8.26175 0.70557
H 9.50547 6.90967 1.56149
H 7.36792 6.17507 0.95462
H 8.38027 5.36445 -0.27736
Br 6.34530 0.80196 10.77090
C 5.80363 0.50589 8.86603
C 6.78088 1.19273 7.94882
Br 8.69701 0.43729 8.37556
H 4.76455 0.83502 8.85650
H 5.75800 -0.54836 8.59296
H 6.88301 2.27432 8.03733
H 6.56764 0.87346 6.92868
Br -3.29069 0.42341 8.65145
C -4.32485 1.51999 7.41420
C -5.72385 0.96274 7.44116
Br -7.11932 1.75320 6.27065
H -3.82931 1.62229 6.44876
H -4.27873 2.53420 7.81089
H -6.18069 1.01948 8.42917
H -5.79553 -0.10794 7.24986